Record 1
{"formula": "C7H10FO2P", "method": "wB97M-V/def2-TZVPD", "e_above_lowest_ev": 1.296, "lumo_ev": 0.81, "gap_ev": 10.58, "mol_weight_g_mol": 176.127, "smiles": "C#C[C@H](/C=C/F)C[P@@H](=O)OC", "spin_multiplicity": 1, "symbols": ["C", "C", "C", "C", "C", "C", "C", "O", "O", "F", "P", "H", "H", "H", "H", "H", "H", "H", "H", "H", "H"], "xyz": [[-1.42851, -2.59649, 0.26942], [-1.24313, -1.43229, 0.09705], [-2.59510, 0.52966, -0.43961], [-0.01259, 0.62127, -0.48604], [-1.26924, 0.02575, 0.12778], [-3.73792, 0.42036, 0.21358], [3.97783, 0.74142, -0.04926], [1.86808, -1.37043, -0.46316], [2.57172, 1.02028, 0.04694], [-4.84969, 0.84716, -0.40258], [1.42215, -0.12639, 0.22369], [-1.00469, -3.51295, 0.66373], [1.17605, -0.23361, 1.62532], [-2.53011, 0.98607, -1.40700], [0.11215, 0.23307, -1.57805], [-0.19845, 1.74753, -0.33303], [-1.41121, 0.14621, 1.22266], [-3.91812, 0.07097, 1.18404], [4.05395, -0.10527, -0.67323], [4.63605, 0.50728, 0.80050], [4.38080, 1.48042, -0.64276]], "forces_ev_per_angstrom": [[1.413, -1.849, 0.841], [-0.709, 0.910, -0.415], [0.873, -0.174, 0.442], [-1.235, 1.368, -1.000], [-1.469, -1.146, 0.787], [0.632, 0.925, -1.906], [-0.679, -1.718, 0.007], [-0.729, 0.561, 0.808], [-0.730, 0.200, 1.396], [-0.514, 0.061, 0.125], [2.891, -0.406, -0.462], [-0.878, 0.036, -0.548], [0.123, 0.039, -0.408], [-0.379, 0.061, -0.464], [-0.528, 1.205, 1.580], [1.162, -1.505, -0.729], [0.890, 0.759, -0.320], [-0.120, -0.618, 1.206], [0.152, -1.375, -0.671], [-1.052, 0.554, 0.531], [0.886, 2.114, -0.801]]}



Record 2
{"formula": "C7H10I2NSi", "method": "wB97M-V/def2-TZVPD", "lumo_ev": [-3.50, -6.65], "s_squared": 2.006, "gap_ev": [6.29, 5.33], "charge": 1, "mol_weight_g_mol": 390.058, "spin_multiplicity": 3, "symbols": ["C", "C", "C", "C", "C", "C", "C", "N", "Si", "I", "I", "H", "H", "H", "H", "H", "H", "H", "H", "H", "H"], "xyz": [[-3.66759, 2.88553, -0.87525], [-2.57443, 3.17881, -1.68018], [-3.71793, 1.79792, 0.00425], [-1.46683, 2.34435, -1.57457], [-2.49592, 1.08995, 0.21881], [-1.35943, 1.37980, -0.59318], [3.52183, -1.54321, 0.93453], [2.97237, -2.72155, 0.23313], [2.32216, -0.04725, 1.51781], [0.23209, 0.06618, -0.84509], [0.92355, -1.74360, 2.80934], [-4.59701, 3.53356, -0.91937], [-2.40733, 4.02950, -2.42092], [-4.64069, 1.75385, 0.58242], [-0.64717, 2.47148, -2.26204], [-2.59443, 0.17560, 0.83468], [4.25878, -1.10850, 0.39938], [3.94665, -1.97140, 1.82228], [2.02922, -2.95695, 0.43033], [3.50785, -3.53311, 0.23491], [2.92230, -2.58338, -0.76341]], "forces_ev_per_angstrom": [[-1.801, 1.344, -0.334], [0.937, 0.402, -0.585], [2.198, 1.153, -0.087], [0.516, 0.497, 0.027], [-1.179, -0.841, -0.539], [-2.415, -0.543, 0.165], [-1.712, 0.158, 2.510], [-0.714, 1.552, -2.301], [-0.219, -2.397, 0.204], [-0.070, 0.042, 0.164], [-0.022, 0.843, 0.047], [1.288, -0.806, -0.128], [-1.085, -1.170, 1.194], [0.490, -0.816, 0.053], [0.166, 0.177, -0.085], [0.668, 0.760, -0.153], [2.554, 0.962, -2.108], [0.251, 0.118, 0.601], [-1.414, -0.212, 1.242], [1.581, -2.001, 0.999], [-0.020, 0.776, -0.886]]}



Record 3
{"formula": "C7H10N", "method": "wB97M-V/def2-TZVPD", "e_above_lowest_ev": 7.383, "lumo_ev": [-5.33, -3.62], "gap_ev": [5.72, 8.53], "charge": 1, "mol_weight_g_mol": 108.164, "spin_multiplicity": 1, "symbols": ["C", "C", "C", "C", "C", "C", "C", "N", "H", "H", "H", "H", "H", "H", "H", "H", "H", "H"], "xyz": [[-0.44261, -1.38164, 0.02146], [1.97614, -0.22200, 0.01704], [-0.74031, 0.85164, -0.05759], [2.99464, 0.54121, 0.03876], [-0.35358, 2.07077, -0.06958], [1.03424, -1.32711, -0.05729], [-2.70707, -0.30316, 0.05485], [-1.22430, -0.30883, 0.15845], [-1.02379, -2.24139, -0.18013], [3.11971, 1.16662, -0.72324], [3.69698, 0.55569, 0.92897], [-0.14122, 2.72980, -0.88159], [-0.09865, 2.75127, 0.70404], [1.55093, -1.99851, 0.82539], [1.52417, -1.96595, -0.98335], [-3.17378, -0.77872, -0.70882], [-2.94960, 0.67882, -0.11615], [-3.04190, -0.81851, 1.02878]], "forces_ev_per_angstrom": [[1.294, -1.024, 0.288], [-2.308, -1.264, -0.233], [0.448, 1.750, 0.436], [0.670, -1.943, 4.297], [0.234, 0.630, -0.130], [2.867, -2.434, -0.241], [0.779, -1.940, 4.732], [0.121, 1.440, -2.151], [0.203, -1.153, 0.066], [1.026, 2.801, -3.106], [-0.681, 0.130, -1.094], [-0.169, -0.519, -1.693], [-0.095, -0.286, 1.936], [-1.455, 1.050, -1.528], [-1.727, 1.230, 1.911], [-0.327, -2.223, -2.703], [-0.903, 2.397, 0.604], [0.022, 1.359, -1.393]]}



Record 4
{"formula": "C7H10N", "method": "wB97M-V/def2-TZVPD", "e_above_lowest_ev": 3.131, "lumo_ev": -6.16, "gap_ev": 6.47, "charge": 1, "mol_weight_g_mol": 108.164, "spin_multiplicity": 1, "symbols": ["C", "C", "C", "C", "C", "C", "C", "N", "H", "H", "H", "H", "H", "H", "H", "H", "H", "H"], "xyz": [[1.20762, 0.22591, -0.17886], [0.66446, 1.41114, 0.16830], [3.37260, -0.64807, 0.31508], [0.07519, -0.67015, -0.47488], [-1.29899, -0.07103, -0.02270], [-2.65517, -0.58756, -0.03523], [-0.91370, 1.31789, 0.13496], [2.59818, -0.02472, -0.37340], [3.24873, -1.14604, 1.28867], [4.44813, -0.93259, -0.03148], [0.24737, -1.70785, -0.13574], [-0.15927, -0.90553, -1.58252], [-3.00046, -1.18050, 0.84751], [-2.90213, -1.38210, -0.76428], [-3.26861, 0.31509, -0.21813], [-1.41968, 1.95749, -0.52731], [1.16108, 2.34841, 0.54193], [-1.40536, 1.68022, 1.04807]], "forces_ev_per_angstrom": [[0.472, 2.270, 0.694], [-1.116, 0.786, 0.531], [4.477, -3.368, 2.107], [-2.206, -3.211, -0.545], [3.779, -0.337, -1.785], [-0.916, -0.095, -0.279], [2.045, -0.411, 2.268], [-3.888, 1.595, -2.697], [-0.853, 0.393, 0.056], [-1.749, 1.151, 0.075], [-0.222, 0.171, 0.091], [0.364, 0.613, 1.038], [0.582, 0.962, 0.109], [0.704, 0.517, -0.294], [-0.331, -0.796, 0.411], [-0.728, 0.926, -1.562], [-0.497, -1.224, -0.708], [0.084, 0.058, 0.488]]}



Record 5
{"formula": "C7H10N", "method": "wB97M-V/def2-TZVPD", "e_above_lowest_ev": 3.420, "lumo_ev": -3.65, "gap_ev": 9.97, "charge": 1, "mol_weight_g_mol": 108.164, "smiles": "C[C@]12C=C[C@@]1([NH3+])C=C2", "spin_multiplicity": 1, "symbols": ["C", "C", "C", "C", "C", "C", "C", "N", "H", "H", "H", "H", "H", "H", "H", "H", "H", "H"], "xyz": [[1.32032, -1.37497, -0.29586], [0.57070, 0.64454, -1.57504], [0.06752, -1.83053, -0.25083], [-0.62485, 0.14816, -1.69551], [0.93247, 0.05734, -0.21175], [-0.66327, -0.55439, -0.33062], [1.35053, 1.00139, 0.91977], [-1.81413, -0.18952, 0.50813], [2.16319, -2.03195, -0.36718], [1.20987, 1.19842, -2.16958], [-0.53505, -2.70653, -0.33800], [-1.50194, 0.26227, -2.42373], [0.54745, 1.66547, 1.20455], [2.24283, 1.57420, 0.62495], [1.50535, 0.39199, 1.82657], [-2.40553, -0.95949, 0.65191], [-2.08036, 0.63406, 0.10811], [-1.29924, 0.04777, 1.37527]], "forces_ev_per_angstrom": [[-1.225, -1.949, 0.876], [0.883, -0.075, 0.810], [-1.183, -0.534, 0.130], [-3.310, 0.131, -0.586], [-2.110, 1.404, -0.004], [3.294, 1.143, -1.676], [-0.030, -1.325, 0.029], [4.660, -1.137, 2.212], [0.855, 0.528, -0.221], [0.975, 1.007, -1.400], [0.725, -1.350, -0.009], [1.677, -0.283, 0.869], [-0.227, 0.612, -0.335], [-0.295, -0.217, 0.377], [0.505, 0.310, -0.340], [-1.790, -0.856, 0.130], [-2.366, 2.695, -1.082], [-1.038, -0.104, 0.222]]}



Record 6
{"formula": "C7H10N2", "method": "wB97M-V/def2-TZVPD", "e_above_lowest_ev": 6.880, "lumo_ev": 0.92, "gap_ev": 9.88, "mol_weight_g_mol": 122.171, "smiles": "C[C@@]12N[C@@H]1C=C[C@H]1N[C@@H]12", "spin_multiplicity": 1, "symbols": ["C", "C", "C", "C", "C", "C", "C", "H", "H", "H", "H", "H", "H", "H", "H", "H", "H", "N", "N"], "xyz": [[2.05490, -0.94532, -0.38999], [0.77100, -0.36014, 0.06158], [0.63005, 1.05959, -0.04496], [-0.84657, 1.55741, -0.28975], [-2.02773, 0.93340, -0.28740], [-1.81530, -0.42950, 0.40635], [-0.58061, -1.01338, -0.18177], [2.68965, -1.61043, 0.33810], [2.73675, 0.04176, -0.70570], [1.97482, -1.36718, -1.42656], [1.75156, 0.84570, 1.37485], [1.61249, 1.55751, -0.43334], [-0.76046, 2.70523, -0.48110], [-2.90288, 1.66479, -0.54855], [-1.97079, -0.21051, 1.58307], [-1.84282, -2.32607, 0.97151], [-0.57699, -0.75319, -1.27615], [0.83341, 0.53483, 1.28260], [-1.73049, -1.88449, 0.04722]], "forces_ev_per_angstrom": [[3.393, 1.354, -1.461], [0.573, -2.099, 2.993], [-2.125, 2.000, -1.558], [2.613, 3.694, -1.118], [-0.562, 0.907, -0.021], [-0.180, 1.522, 1.625], [0.334, 1.691, -1.245], [-1.549, 1.167, -1.432], [-1.184, -2.582, 1.231], [-0.112, -0.336, 1.104], [2.242, -0.260, 1.265], [-2.646, -0.145, 0.116], [-0.741, -2.035, 0.031], [1.119, -2.142, 0.769], [0.971, -0.891, -2.714], [0.681, 0.028, -0.577], [-0.714, -0.928, 0.650], [-1.287, -1.017, -0.168], [-0.825, 0.074, 0.512]]}